(1)
A molecular structure, C2H26MgNO16 in a non-equilibrium geometry. Source: the Open Molecules 2025 dataset; level of theory: the ωB97M-V functional and the def2-TZVPD basis.

Output
- lowest unoccupied orbital energy (eV) = 0.02
- total charge = -1
- energy above the lowest of the compared OMol25 structures with the same formula, charge and spin (kcal per mole) = 0.0
- frontier orbital gap (eV) = 1.84
- largest force on an atom (eV/A) = 3.18

```
46
Properties=species:S:1:pos:R:3:mulliken_charge:R:1
Mg 0.36447 -0.75578 -2.87955 0.87
O 3.09523 1.95286 3.85499 -0.65
C 2.33889 1.11427 3.27958 0.02
C 2.79462 0.41345 1.86646 0.70
O 3.82136 0.89662 1.23057 -0.80
H 1.28539 1.48360 3.20972 -0.03
H 2.29091 0.21901 3.96395 0.10
H 1.87060 0.33715 1.20674 -0.82
H 3.03126 -0.64325 2.12887 0.23
N -0.80518 0.27391 -0.06507 0.55
O -1.74639 -0.21564 0.56681 -0.51
O -0.16289 -0.40609 -0.92406 -0.18
O -0.43296 1.43803 0.15418 -0.53
O -4.57640 0.75232 0.66400 -0.63
H -3.85550 0.44467 0.10622 0.30
H -4.23644 0.63416 1.55931 0.32
O 1.41716 0.89014 -2.81736 -0.42
H 2.07870 1.26562 -3.41245 0.23
H 1.27031 1.58044 -2.12569 0.31
O -1.93729 2.22133 2.59253 -0.69
H -1.40439 1.97107 1.82006 0.30
H -1.49957 1.78279 3.33197 0.33
O -2.02189 -3.38698 0.35704 -0.60
H -2.00075 -2.41820 0.33450 0.32
H -1.61928 -3.65243 -0.47334 0.29
O -0.96999 -2.40233 -2.84142 -0.56
H -1.92612 -2.26048 -2.74415 0.29
H -0.85429 -3.36429 -2.88567 0.23
O -1.38662 0.16846 -3.39985 -0.41
H -1.51983 0.60841 -4.25656 0.18
H -2.25365 0.19341 -2.95643 0.29
O 1.83024 -1.97361 -2.45529 -0.45
H 2.74555 -1.82796 -2.16226 0.28
H 1.79343 -2.90374 -2.73031 0.23
O -1.12513 -1.33864 3.59459 -0.66
H -1.27805 -0.99474 2.70661 0.29
H -0.20856 -1.63569 3.58335 0.32
O 2.17452 2.57507 -0.36187 -0.70
H 2.78608 1.94631 0.10426 0.43
H 1.28378 2.28615 -0.12027 0.31
O 1.82706 -2.71946 0.72346 -0.55
H 1.93446 -2.91094 1.66048 0.29
H 1.55942 -1.78958 0.70295 0.24
O -2.15769 3.62307 -1.68965 -0.64
H -1.75806 2.78761 -1.40533 0.28
H -1.85658 3.73988 -2.59663 0.31
```

---

(2)
2 unconnected molecules or ions with the total composition C6H15OPS2 in a non-equilibrium geometry. Source: the Open Molecules 2025 dataset; level of theory: the ωB97M-V functional and the def2-TZVPD basis.

Output
- lowest unoccupied orbital energy (spin up / spin down) (eV) = 0.31 / -4.80
- frontier orbital gap (spin up / spin down) (eV) = 2.91 / 2.77
- largest force on an atom (eV/A) = 5.06
- multiplicity = 3

```
25
Properties=species:S:1:pos:R:3:mulliken_charge:R:1
C -4.46936 -0.15550 0.61593 -1.11
C 3.46400 -2.30649 -0.54510 -1.28
C -1.43580 2.03383 -0.46495 -0.96
C -3.19934 0.32048 -0.00945 -0.13
C 3.97439 -1.41354 0.57045 -0.23
C -2.71139 1.54005 0.13278 -0.05
O 3.83090 -0.03465 0.28095 -0.08
P 2.38713 0.57545 -0.18761 0.05
S 1.32718 0.51494 1.67397 -0.30
S 3.01777 2.58653 -0.25032 -0.37
H -4.85194 0.58070 1.32008 0.31
H -5.22910 -0.33250 -0.14742 0.31
H -4.30499 -1.09478 1.14366 0.33
H 3.69039 -3.34415 -0.31728 0.39
H 2.38503 -2.19258 -0.64747 0.44
H 3.93537 -2.03472 -1.48707 0.29
H -0.78598 2.42478 0.31776 0.26
H -0.91226 1.23625 -0.98736 0.22
H -1.63226 2.84654 -1.16482 0.39
H 2.30210 1.10804 2.37318 0.14
H -2.67419 -0.40679 -0.61598 0.41
H 5.04760 -1.55085 0.72362 0.30
H 3.44913 -1.64141 1.50677 0.27
H -3.24263 2.26292 0.74005 0.29
H 2.80914 2.67716 -1.56110 0.13
```

---

(3)
2 unconnected molecules or ions with the total composition C4H12N2 in a non-equilibrium geometry. Source: the Open Molecules 2025 dataset; level of theory: the ωB97M-V functional and the def2-TZVPD basis.

Output
- lowest unoccupied orbital energy (eV) = -11.47
- total charge = +2
- energy above the lowest of the compared OMol25 structures with the same formula, charge and spin (kcal per mole) = 114.6
- frontier orbital gap (eV) = 6.10
- largest force on an atom (eV/A) = 3.50

```
18
Properties=species:S:1:pos:R:3:mulliken_charge:R:1
C 0.04729 -0.80123 0.73481 -0.20
C 0.60968 0.55695 0.64834 -0.69
C -0.13675 0.79737 -0.60491 -0.03
C -1.47162 0.73719 -0.66860 -0.35
N -2.28139 1.13394 0.53118 -0.24
N 2.63499 -1.36005 -0.85679 -0.71
H 0.31623 -1.60529 0.05674 0.33
H -0.88176 -0.97997 1.28287 0.31
H 1.69081 0.32232 0.55763 0.47
H 0.62253 1.15689 1.55878 0.35
H 0.41206 0.97513 -1.52487 0.45
H -2.10456 0.48137 -1.50993 0.44
H -1.75940 1.02469 1.37327 0.35
H -3.21455 0.72556 0.61216 0.38
H -2.43364 2.14847 0.44958 0.40
H 2.03429 -1.74623 -1.58022 0.24
H 2.35829 -1.82993 -0.00415 0.23
H 3.55750 -1.73717 -1.05588 0.28
```

---

Q: Which of these has the lowest largest force on an atom?
A: C2H26MgNO16